Model A:
Density functional theory data (ωB97M-V with the def2-TZVPD basis set) for a 2-piece molecular cluster, C3H9N3O2 overall.

XYZ file:
```
17
Properties=species:S:1:pos:R:3:mulliken_charge:R:1
C 1.475 -2.058 -1.948 -0.96
C 1.181 -1.204 -0.741 0.65
N 2.144 -1.171 0.213 -0.36
O 0.141 -0.578 -0.629 -0.69
H 2.495 -2.435 -1.959 0.33
H 1.287 -1.471 -2.844 0.26
H 0.779 -2.897 -1.965 0.25
H 1.948 -0.677 1.068 0.21
H 2.964 -1.744 0.159 0.19
N -0.650 1.902 0.864 -0.39
C -1.863 2.092 1.476 0.49
N -2.892 1.342 0.926 -0.43
O -2.041 2.842 2.415 -0.63
H 0.125 2.264 1.393 0.25
H -0.484 1.010 0.409 0.37
H -2.812 1.110 -0.051 0.21
H -3.798 1.673 1.214 0.24
```

**HOMO energy**: -9.5 eV
**HOMO-LUMO gap**: 10.007 eV
**Structure (SMILES)**: CC(N)=O.NC(N)=O

---

Model B:
Density functional theory data (ωB97M-V with the def2-TZVPD basis set) for one molecule with the formula C3H9N3O2.

XYZ file:
```
17
Properties=species:S:1:pos:R:3:mulliken_charge:R:1
C -1.614 1.424 -0.223 -1.16
C -1.607 -0.025 0.229 0.40
C -1.743 -1.038 -0.850 -1.25
N -0.454 -0.206 1.113 -0.43
N 0.821 -0.234 0.599 0.41
O 1.219 -1.455 -0.006 -0.40
N 1.363 0.898 0.086 0.05
O 2.365 0.686 -0.711 -0.55
H -0.841 1.621 -0.965 0.36
H -1.424 2.159 0.641 0.30
H -2.581 1.628 -0.835 0.33
H -2.440 -0.279 0.892 0.26
H -1.397 -1.997 -0.367 0.33
H -1.069 -0.726 -1.691 0.27
H -2.888 -1.033 -1.106 0.37
H -0.492 0.499 1.890 0.32
H 2.127 -1.089 -0.242 0.40
```

**HOMO energy**: -9.5 eV
**HOMO-LUMO gap**: 9.674 eV
**Structure (SMILES)**: CC(C)NN(O)N=O

---

It is model A that is most stable; the runner-up trails by 7.184 eV.

---

Model A:
Density functional theory data (ωB97M-V with the def2-TZVPD basis set) for a 2-piece molecular cluster, CH3FOS2 overall.

XYZ file:
```
8
Properties=species:S:1:pos:R:3:mulliken_charge:R:1
C -0.354 -0.016 -0.045 -0.74
O -2.396 0.154 -1.753 -0.39
F -2.617 2.454 0.779 -0.58
S -3.107 -1.262 0.688 -0.11
S -2.171 0.069 -0.336 0.83
H 0.099 0.793 -0.611 0.30
H -0.177 0.111 1.020 0.33
H -0.009 -0.985 -0.396 0.36
```

**HOMO energy (alpha / beta)**: -10.4 / -10.4 eV
**HOMO-LUMO gap (alpha / beta)**: 6.789 / 6.788 eV

---

Model B:
Density functional theory data (ωB97M-V with the def2-TZVPD basis set) for CH3FOS2 as an isolated structure.

XYZ file:
```
8
Properties=species:S:1:pos:R:3:mulliken_charge:R:1
C -0.961 -0.143 -0.041 -0.77
O 1.040 0.727 1.432 -0.42
F 0.981 1.418 -1.301 -0.48
S 1.971 -1.437 -0.387 -0.18
S 0.892 0.059 0.199 0.87
H -1.346 -0.710 -0.898 0.34
H -1.049 -0.731 0.832 0.33
H -1.527 0.816 0.164 0.30
```

**HOMO energy**: -10.6 eV
**HOMO-LUMO gap**: 9.331 eV

---

It is model B that is most stable; the runner-up trails by 1.855 eV.

---

Model A:
Density functional theory data (ωB97M-V with the def2-TZVPD basis set) for C4H3NOS as an isolated structure.

XYZ file:
```
10
Properties=species:S:1:pos:R:3:mulliken_charge:R:1
C -0.089 -1.345 -0.206 -0.04
C 0.443 0.019 -0.381 0.34
C -0.312 1.084 -0.059 -0.41
C 1.558 0.773 0.125 -0.34
N -1.285 -1.389 0.195 -0.44
O -2.907 0.499 -0.348 -0.49
S -1.867 0.209 0.610 0.52
H 0.487 -2.074 -0.727 0.35
H 2.069 0.474 1.178 0.23
H 1.903 1.748 -0.388 0.28
```

**HOMO energy**: -9.5 eV
**HOMO-LUMO gap**: 8.708 eV

---

Model B:
Density functional theory data (ωB97M-V with the def2-TZVPD basis set) for one molecule with the formula C4H3NOS.

XYZ file:
```
10
Properties=species:S:1:pos:R:3:mulliken_charge:R:1
C -0.131 1.275 0.048 -0.07
C 0.517 0.048 0.001 0.28
C 0.177 -1.264 0.131 -0.49
C 1.705 -0.834 -0.055 -0.38
N -1.443 1.176 -0.012 -0.41
O -3.411 -0.361 0.261 -0.37
S -2.233 -0.154 -0.467 0.53
H 0.279 2.181 0.193 0.48
H 2.226 -0.877 -1.028 0.23
H 2.314 -1.191 0.928 0.19
```

**HOMO energy (alpha / beta)**: -9.2 / -9.2 eV
**HOMO-LUMO gap (alpha / beta)**: 7.532 / 7.532 eV

---

It is model A that is most stable; the runner-up trails by 0.575 eV.

---

Model A:
Density functional theory data (ωB97M-V with the def2-TZVPD basis set) for a 2-piece molecular cluster, C3H7O3 overall.

XYZ file:
```
13
Properties=species:S:1:pos:R:3:mulliken_charge:R:1
C -1.161 -1.816 0.804 -0.56
O -0.257 -1.057 1.541 -0.56
H -1.905 -1.220 0.259 0.23
H -0.646 -2.478 0.098 0.23
H -1.759 -2.426 1.489 0.24
O 0.933 2.583 0.270 -0.78
C 0.692 1.623 -0.499 1.08
O -0.211 1.919 -1.528 -0.52
C 1.267 0.358 -0.540 -1.44
H -0.415 2.845 -1.359 0.28
H 1.117 -0.201 -1.457 0.27
H 0.143 -0.363 0.935 0.23
H 2.202 0.233 -0.012 0.29
```

**Total charge**: -1
**HOMO energy**: -2.8 eV
**HOMO-LUMO gap**: 6.926 eV

---

Model B:
Density functional theory data (ωB97M-V with the def2-TZVPD basis set) for a 2-piece molecular cluster, C3H7O3 overall.

XYZ file:
```
13
Properties=species:S:1:pos:R:3:mulliken_charge:R:1
C -1.943 -2.249 -0.273 -0.55
O -1.882 -0.861 -0.110 -0.48
H -0.923 -0.549 -0.094 0.28
H -3.062 -2.517 -0.208 0.18
H -1.364 -2.872 0.348 0.27
H -1.651 -2.484 -1.389 0.21
C 0.111 1.484 0.859 -0.98
C 1.266 0.892 -0.032 0.68
O 0.849 0.207 -0.950 -0.72
O 2.418 0.998 0.428 -0.74
H 0.143 2.620 0.849 0.31
H 0.124 0.943 1.763 0.26
H -0.954 1.348 0.461 0.29
```

**Total charge**: -1
**HOMO energy**: -4.1 eV
**HOMO-LUMO gap**: 7.986 eV

---

Model C:
Density functional theory data (ωB97M-V with the def2-TZVPD basis set) for a 2-piece molecular cluster, C3H7O3 overall.

XYZ file:
```
13
Properties=species:S:1:pos:R:3:mulliken_charge:R:1
O -0.151 0.168 1.264 -0.69
C -0.801 -0.553 0.491 0.75
O -0.404 -1.094 -0.573 -0.82
C -2.279 -0.808 0.870 -0.96
H 0.471 0.412 -1.279 0.32
H -2.662 -1.713 0.407 0.28
H -2.872 0.044 0.552 0.19
H -2.379 -0.889 1.953 0.28
C 2.250 0.878 -0.697 -0.51
O 1.164 1.034 -1.575 -0.54
H 2.435 -0.176 -0.450 0.21
H 3.141 1.285 -1.200 0.26
H 2.088 1.412 0.237 0.21
```

**Total charge**: -1
**HOMO energy**: -4.4 eV
**HOMO-LUMO gap**: 8.738 eV

---

It is model C that is most stable; the runner-up trails by 0.917 eV.

---

Model A:
Density functional theory data (ωB97M-V with the def2-TZVPD basis set) for C3H7O3 as an isolated structure.

XYZ file:
```
13
Properties=species:S:1:pos:R:3:mulliken_charge:R:1
O -1.336 0.858 0.124 -0.42
C -1.518 -0.077 -0.626 0.07
O -0.880 -0.517 -1.770 -0.49
H -2.482 -0.580 -0.459 0.41
H -0.319 -0.572 -0.791 0.25
C 1.158 -0.250 1.229 -0.29
O 0.931 -1.228 0.322 -0.90
C 1.392 1.153 0.598 -0.85
H 2.064 -0.451 1.852 0.30
H 0.337 -0.127 1.984 0.16
H 2.466 1.310 0.378 0.32
H 0.989 1.985 1.199 0.21
H 0.862 1.222 -0.358 0.23
```

**Total charge**: -1
**HOMO energy**: -3.1 eV
**HOMO-LUMO gap**: 7.327 eV

---

Model B:
Density functional theory data (ωB97M-V with the def2-TZVPD basis set) for a 2-piece molecular cluster, C3H7O3 overall.

XYZ file:
```
13
Properties=species:S:1:pos:R:3:mulliken_charge:R:1
O -2.533 0.190 0.266 -0.73
C -1.370 -0.241 0.309 0.46
O -0.650 -0.503 1.309 -0.75
C -0.680 -0.422 -1.096 -0.39
C 0.704 0.219 -1.256 -0.65
H -0.557 -1.481 -1.336 0.21
H -1.453 -0.032 -1.758 0.26
H 1.143 0.333 -0.261 0.01
H 1.366 -0.480 -1.755 0.28
H 0.618 1.247 -1.606 0.29
H 0.473 0.573 2.743 0.37
H 1.509 0.020 1.832 0.31
O 1.430 0.577 2.610 -0.67
```

**Total charge**: -1
**HOMO energy**: -4.3 eV
**HOMO-LUMO gap**: 8.529 eV

---

Model C:
Density functional theory data (ωB97M-V with the def2-TZVPD basis set) for a 2-piece molecular cluster, C3H7O3 overall.

XYZ file:
```
13
Properties=species:S:1:pos:R:3:mulliken_charge:R:1
C -0.168 1.011 -2.418 -1.04
C 0.218 1.004 -0.933 0.68
O -0.531 0.792 0.010 -0.83
O 1.321 1.548 -0.764 -0.72
H 0.573 0.937 -3.163 0.33
H -0.571 1.987 -2.569 0.24
H -0.962 0.298 -2.615 0.29
C 0.010 -1.650 2.172 -0.76
O 0.295 -0.254 2.431 -0.56
H 0.143 0.224 1.565 0.47
H -0.769 -1.690 1.458 0.28
H 0.829 -2.148 1.829 0.27
H -0.387 -2.059 2.997 0.35
```

**Total charge**: -1
**HOMO energy**: -3.9 eV
**HOMO-LUMO gap**: 8.024 eV

---

It is model B that is most stable; the runner-up trails by 0.965 eV.

---

Model A:
Density functional theory data (ωB97M-V with the def2-TZVPD basis set) for C3H12N4 as an isolated structure.

XYZ file:
```
19
Properties=species:S:1:pos:R:3:mulliken_charge:R:1
C -0.972 -0.472 1.364 -1.08
C -1.556 1.573 0.144 -0.94
N -0.576 0.498 0.333 0.03
C 0.034 -0.223 -1.164 -0.04
N -0.228 -1.432 -1.496 -0.77
H -0.146 -2.072 -0.710 0.24
H -0.100 0.566 -1.904 0.35
H -1.174 0.051 2.300 0.37
H -0.142 -1.160 1.518 0.36
H -1.866 -1.013 1.046 0.38
H -2.489 1.163 -0.248 0.35
H -1.164 2.300 -0.567 0.32
H -1.749 2.081 1.091 0.34
N 2.292 -0.945 0.019 -0.55
N 1.703 0.241 -0.506 -0.46
H 3.308 -0.896 -0.008 0.25
H 2.074 -1.798 -0.500 0.19
H 2.281 0.726 -1.193 0.20
H 0.469 0.811 0.482 0.45
```

**HOMO energy**: -7.5 eV
**HOMO-LUMO gap**: 8.312 eV

---

Model B:
Density functional theory data (ωB97M-V with the def2-TZVPD basis set) for one molecule with the formula C3H12N4.

XYZ file:
```
19
Properties=species:S:1:pos:R:3:mulliken_charge:R:1
N -2.734 0.710 -0.251 -0.62
C -1.259 0.917 -0.004 -0.32
C -0.657 -0.465 -0.087 -1.06
C 0.925 -0.381 0.018 1.09
N 1.382 0.130 1.262 -0.54
N 1.484 -1.686 -0.094 -0.53
N 1.491 0.404 -1.023 -0.59
H -3.198 0.261 0.540 0.21
H -3.209 1.604 -0.391 0.22
H -0.872 1.579 -0.782 0.34
H -1.122 1.369 0.981 0.21
H -1.023 -1.102 0.726 0.37
H -0.901 -0.942 -1.044 0.25
H 0.819 0.737 1.849 0.13
H 2.278 -0.162 1.642 0.21
H 0.952 -2.507 0.182 0.14
H 2.267 -1.884 -0.708 0.18
H 2.346 0.935 -0.890 0.16
H 1.029 0.485 -1.926 0.16
```

**HOMO energy**: -7.9 eV
**HOMO-LUMO gap**: 9.023 eV
**Structure (SMILES)**: NCCC(N)(N)N

---

It is model B that is most stable; the runner-up trails by 3.507 eV.

---

Model A:
Density functional theory data (ωB97M-V with the def2-TZVPD basis set) for one molecule with the formula C4H4N2OS.

XYZ file:
```
12
Properties=species:S:1:pos:R:3:mulliken_charge:R:1
O -1.585 -2.084 2.105 -0.45
C -1.567 -1.620 0.844 -0.11
C -0.539 -0.813 0.384 0.39
C 0.664 -0.590 1.072 -0.20
N 1.352 0.316 0.461 -0.56
C 0.518 0.712 -0.574 0.47
S 1.024 1.996 -1.681 -0.26
N -0.554 0.013 -0.787 -0.58
H -2.391 -2.690 2.299 0.37
H -2.407 -1.907 0.167 0.37
H 1.204 -1.149 1.815 0.41
H -0.148 2.042 -2.299 0.15
```

**HOMO energy**: -8.5 eV
**HOMO-LUMO gap**: 8.080 eV
**Structure (SMILES)**: O/C=C1\C=NC(S)=N1

---

Model B:
Density functional theory data (ωB97M-V with the def2-TZVPD basis set) for one molecule with the formula C4H4N2OS.

XYZ file:
```
12
Properties=species:S:1:pos:R:3:mulliken_charge:R:1
O 1.812 1.827 -0.092 -0.45
C 1.498 0.684 -0.189 0.62
S 2.835 -0.551 -0.038 -0.29
N 0.147 0.316 -0.183 0.43
C -0.330 -0.906 -0.160 -0.06
C -1.703 -0.846 -0.112 -0.59
C -2.052 0.492 0.073 -0.15
N -0.969 1.247 -0.131 -0.68
H 3.688 0.452 0.511 0.20
H 0.283 -1.814 -0.073 0.26
H -2.180 -1.812 -0.042 0.35
H -3.029 0.911 0.436 0.36
```

**HOMO energy**: -9.7 eV
**HOMO-LUMO gap**: 9.915 eV
**Structure (SMILES)**: O=C(S)n1cccn1

---

It is model A that is most stable; the runner-up trails by 0.087 eV.